C42H49BN8S3SbSn | ωB97M-V/def2-TZVPD

energy above the lowest of the compared OMol25 structures with the same formula, charge and spin = 61.9 kcal per mole
multiplicity = 1
F_max = 0.54 eV/Å
LUMO = -4.0 eV
E_HOMO = -0.315 hartree
charge = +1
gap between HOMO and LUMO = 4.556 eV

Geometry (Å):
Sn1 0.205 -0.007 -0.031
N1 2.172 1.487 1.609
C1 3.310 1.963 0.898
C2 4.558 1.978 1.454
C3 5.673 2.457 0.729
C4 5.520 2.939 -0.535
C5 4.241 2.931 -1.141
C6 4.014 3.415 -2.448
C7 2.761 3.361 -2.978
C8 1.724 2.794 -2.211
N2 1.885 2.332 -0.996
C9 3.129 2.416 -0.439
H1 2.434 1.244 2.559
H2 1.464 2.215 1.679
H3 4.688 1.634 2.476
H4 6.649 2.460 1.198
H5 6.365 3.331 -1.090
H6 4.843 3.829 -3.012
H7 2.553 3.731 -3.974
H8 0.725 2.709 -2.628
C10 0.627 -3.878 0.427
N3 -0.686 -4.185 -0.117
C11 -1.095 -5.425 -0.566
C12 -2.375 -5.279 -0.965
N4 -2.755 -3.966 -0.773
B1 -4.252 -3.546 -1.226
N5 -4.510 -2.044 -1.022
C13 -5.147 -1.502 0.085
C14 -5.196 -0.170 -0.066
N6 -4.589 0.111 -1.285
C15 -4.424 1.439 -1.830
C16 -4.152 -1.044 -1.878
S1 -3.359 -1.179 -3.372
C17 -1.718 -3.313 -0.261
S2 -1.670 -1.697 0.378
H9 1.170 -4.809 0.562
H10 0.530 -3.382 1.391
H11 1.191 -3.238 -0.250
H12 -0.444 -6.283 -0.555
H13 -3.066 -5.999 -1.372
H14 -4.985 -4.182 -0.495
H15 -4.349 -3.840 -2.385
H16 -5.522 -2.126 0.878
H17 -5.627 0.600 0.553
H18 -5.318 2.029 -1.633
H19 -4.272 1.343 -2.899
H20 -3.560 1.943 -1.395
C18 -1.450 1.315 -5.051
N7 -0.483 0.253 -5.244
C19 -0.242 -0.311 -6.578
C20 0.580 -1.581 -6.289
N8 0.711 -1.532 -4.830
C21 0.046 -0.506 -4.291
S3 -0.107 -0.242 -2.628
H21 -1.201 2.160 -5.693
H22 -1.434 1.627 -4.013
H23 -2.451 0.956 -5.291
H24 0.305 0.403 -7.191
H25 -1.191 -0.528 -7.066
H26 1.555 -1.552 -6.767
H27 0.064 -2.484 -6.602
H28 1.010 -2.309 -4.269
C22 -1.994 -2.910 3.938
C23 -2.451 -1.799 4.854
C24 -3.531 -1.995 5.710
C25 -3.950 -0.998 6.582
C26 -3.279 0.215 6.623
C27 -2.196 0.427 5.779
C28 -1.784 -0.569 4.896
Sb1 -0.196 -0.187 3.521
C29 1.470 -1.316 4.249
C30 2.367 -1.681 3.240
C31 3.521 -2.403 3.515
C32 3.777 -2.779 4.824
C33 2.892 -2.425 5.834
C34 1.734 -1.690 5.578
C35 0.820 -1.334 6.726
C36 0.407 1.729 4.263
C37 1.570 1.868 5.021
C38 2.028 3.125 5.401
C39 1.319 4.254 5.020
C40 0.159 4.124 4.266
C41 -0.312 2.873 3.870
C42 -1.573 2.779 3.041
H29 -2.576 -3.819 4.096
H30 -0.940 -3.155 4.114
H31 -2.100 -2.620 2.888
H32 -4.049 -2.947 5.695
H33 -4.798 -1.173 7.232
H34 -3.591 0.993 7.309
H35 -1.666 1.373 5.824
H36 2.163 -1.394 2.213
H37 4.209 -2.667 2.722
H38 4.669 -3.347 5.063
H39 3.104 -2.722 6.856
H40 1.316 -1.513 7.680
H41 -0.094 -1.930 6.705
H42 0.518 -0.286 6.690
H43 2.128 0.986 5.321
H44 2.930 3.218 5.995
H45 1.666 5.239 5.311
H46 -0.395 5.012 3.980
H47 -1.987 3.766 2.841
H48 -2.343 2.187 3.543
H49 -1.385 2.300 2.076